Entry from OMol25: a cluster of 3 separate species, C6H13N3 in total at a distorted geometry (the ωB97M-V functional and the def2-TZVPD basis).

Properties
Max |F| (eV/A): 2.46
LUMO level (eV): 0.9
HOMO (eV): -7.56
Relative energy (zero: lowest compared OMol25 entry of this formula, charge and spin) (eV): 5.318
Net charge: 0
Molecular weight (g mol⁻¹): 127.191

Geometry as XYZ:
```
22
C6H13N3, DFT the ωB97M-V functional and the def2-TZVPD basis
C 0.2692 -2.0321 -0.7643
C -2.5365 0.1624 0.5132
N -0.9144 -1.2100 -0.6327
C -1.3818 -0.7997 0.5964
C -0.8896 -1.2279 1.7754
H -1.0866 -0.5720 -1.3934
H 0.4559 -2.2177 -1.8209
H 0.1155 -2.9962 -0.2743
H 1.1583 -1.5555 -0.3313
H -2.8916 0.4353 1.5044
H -2.2380 1.0775 -0.0068
H -3.3657 -0.2808 -0.0429
H -0.0785 -1.9377 1.8462
H -1.3580 -0.9243 2.6991
C 1.8883 1.9946 0.6728
C 2.4539 2.2522 -1.3885
N 1.0579 1.1180 0.4920
N 1.7681 1.4707 -2.0546
H 0.5852 0.6520 1.2756
H 1.1133 0.9478 -1.4084
H 2.6675 2.7281 0.5635
H 3.2077 2.9153 -1.8203
```